Entry from the OMol25 dataset: a cluster of 4 separate species, C2H11NO4 in total (ωB97M-V/def2-TZVPD).

Computed properties:
Largest force on an atom in eV/A: 1.9
Relative energy (zero: lowest compared OMol25 entry of this formula, charge and spin) in kJ/mol: 86.4
HOMO-LUMO gap (spin up / spin down) in eV: 10.846 / 5.458
HOMO energy (spin up / spin down) in eV: -15.281 / -15.278
⟨S²⟩: 0.755
Multiplicity: 2
Total charge: +1
DFT total energy in eV: -11923.5694

Last columns: bonded neighbours and bond lengths (Å).
CARTESIAN COORDINATES (ANGSTROEM)
1 O 0.9556 -1.4446 0.0363  C7 1.260
2 O 0.1777 0.5506 -1.8942  H11 0.968, H13 0.960
3 O -1.3789 -2.0206 -1.2823  H12 0.967, H18 0.963
4 O -0.8338 2.3618 0.0927  H16 0.968, H17 0.971
5 N -0.7108 -0.3611 1.0827  C7 1.288, H10 1.021, H15 1.028
6 C 1.5448 0.2696 1.5784  C7 1.505, H8 1.102, H9 1.084, H14 1.085
7 C 0.5365 -0.5727 0.8437  O1 1.260, N5 1.288, C6 1.505
8 H 1.4508 1.2358 1.0567  C6 1.102
9 H 2.5751 -0.0315 1.4270  C6 1.084
10 H -1.0185 0.5390 1.4550  N5 1.021
11 H -0.5151 -0.0917 -2.1053  O2 0.968
12 H -1.4466 -2.7082 -1.9586  O3 0.967
13 H 0.8276 0.0388 -1.4078  O2 0.960
14 H 1.2844 0.4536 2.6154  C6 1.085
15 H -1.3752 -0.7773 0.4185  N5 1.028
16 H -0.3486 1.7144 -0.4381  O4 0.968
17 H -1.2468 2.9380 -0.5712  O4 0.971
18 H -0.4782 -2.0937 -0.9487  O3 0.963

Atom-resolved charges from Löwdin, all expressed in e:
1 O 0.29
2 O -0.02
3 O -0.02
4 O -0.06
5 N 0.29
6 C 0.10
7 C -0.46
8 H 0.12
9 H 0.11
10 H 0.16
11 H 0.05
12 H 0.09
13 H 0.02
14 H 0.13
15 H 0.14
16 H -0.02
17 H 0.07
18 H 0.01